Record 1
A cluster of 2 separate species, C19H38N3O2 in total in a non-equilibrium geometry, computed with the ωB97M-V functional and the def2-TZVPD basis.

For the HOMO energy, the calculation gives -0.3619 Ha. The total charge is +1. The calculation puts the molar mass at 340.53 u. The frontier orbital gap comes out at 6.72 eV.

Last columns: bonded neighbours and bond lengths (Å).
Cartesian coordinates (Å):
1 N -2.0401 3.1984 0.7157  C24 1.520, H32 1.063, C50 1.514
2 O -0.3174 1.6380 1.3242  C24 1.471, C35 1.470
3 H -3.6579 4.6629 1.0835  C50 1.187
4 H 3.4815 2.6853 -1.2327  C31 1.175
5 H 0.2523 0.9940 -0.7401  C35 1.170
6 H -4.4513 -0.5126 2.0340  C21 1.193
7 N 3.0338 -3.2092 -3.5161  H37 1.012, C53 1.371, C54 1.371
8 H 2.2312 2.4101 1.2537  C48 1.190
9 H 2.7719 -0.5876 0.0489  C23 1.189
10 C 3.3005 -4.1917 -1.5401  C25 1.415, H34 1.082, C54 1.377
11 H 6.4635 -1.0506 0.2317  C43 1.170
12 H -1.9493 0.0042 2.2986  C41 1.194
13 O -6.6296 -1.6850 -2.5697  C38 1.479, H60 1.017
14 H 2.2065 1.4954 -1.9727  C31 1.192
15 H 4.9469 1.2790 -0.4411  C44 1.170
16 H -5.8465 0.1302 -1.7037  C38 1.191
17 H 4.3114 -5.9992 -2.3918  C25 1.082
18 H -3.0481 -0.4398 -0.9429  C29 1.173
19 H 3.9232 -4.7051 -4.7561  C53 1.082
20 H 5.6506 0.0461 2.4925  C26 1.189
21 C -3.9248 0.1152 1.1663  H6 1.193, C29 1.640, C41 1.639, H56 1.170
22 H -4.0238 1.1522 3.3791  N46 1.050
23 C 3.1167 0.3112 0.7466  H9 1.189, C44 1.639, C48 1.639, H61 1.172
24 C -1.6974 1.7218 0.8215  N1 1.520, O2 1.471, C41 1.639, H55 1.181
25 C 3.8413 -5.0356 -2.5394  C10 1.415, H17 1.082, C53 1.377
26 C 5.5866 0.9989 1.7846  H20 1.189, H39 1.171, C44 1.661, H57 1.177
27 H 4.6485 -1.7213 0.6137  C43 1.193
28 H -2.9217 -1.8619 0.4176  C29 1.181
29 C -3.5457 -0.9575 -0.0153  H18 1.173, C21 1.640, H28 1.181, C52 1.672
30 H -4.5923 3.3725 3.2193  C36 1.185
31 C 2.3961 2.2619 -1.0803  H4 1.175, H14 1.192, H45 1.194, C48 1.652
32 H -1.8613 3.5357 -0.2765  N1 1.063
33 H -2.4539 1.5641 3.8180  N46 1.049
34 H 3.2739 -4.3806 -0.4747  C10 1.082
35 C 0.5859 0.9632 0.3807  O2 1.470, H5 1.170, C48 1.673, H58 1.193
36 C -3.5388 3.0816 2.7617  H30 1.185, N46 1.513, C50 1.657, H59 1.194
37 H 2.7789 -2.5334 -4.2245  N7 1.012
38 C -5.4754 -0.9651 -1.9903  O13 1.479, H16 1.191, H49 1.171, C52 1.668
39 H 5.0642 1.8463 2.4003  C26 1.171
40 H -4.9337 -2.8053 -0.6019  C52 1.177
41 C -2.6421 0.8688 1.8545  H12 1.194, C21 1.639, C24 1.639, N46 1.512
42 H 5.0247 -1.0844 -1.1215  C43 1.178
43 C 5.3198 -0.9413 0.0099  H11 1.170, H27 1.193, H42 1.178, C44 1.673
44 C 4.7095 0.5538 0.4458  H15 1.170, C23 1.639, C26 1.661, C43 1.673
45 H 1.6668 3.1934 -1.2431  C31 1.194
46 N -3.1586 1.6450 3.0453  H22 1.050, H33 1.049, C36 1.513, C41 1.512
47 H -4.2381 2.9326 0.4910  C50 1.172
48 C 2.1399 1.5820 0.4037  H8 1.190, C23 1.639, C31 1.652, C35 1.673
49 H -4.5661 -0.8505 -2.7198  C38 1.171
50 C -3.4568 3.4953 1.1590  N1 1.514, H3 1.187, C36 1.657, H47 1.172
51 H 2.3140 -2.1921 -1.7798  C54 1.082
52 C -4.9826 -1.6308 -0.5419  C29 1.672, C38 1.668, H40 1.177, H62 1.187
53 C 3.6598 -4.4058 -3.7505  N7 1.371, H19 1.082, C25 1.377
54 C 2.8060 -3.0725 -2.1714  N7 1.371, C10 1.377, H51 1.082
55 H -1.8553 1.2674 -0.2566  C24 1.181
56 H -4.7514 0.8274 0.7431  C21 1.170
57 H 6.6641 1.3767 1.5002  C26 1.177
58 H 0.6304 -0.1862 0.6981  C35 1.193
59 H -2.7113 3.7524 3.3003  C36 1.194
60 H -6.6757 -2.6160 -2.1639  O13 1.017
61 H 2.9838 0.0270 1.8761  C23 1.172
62 H -5.8369 -1.3692 0.2390  C52 1.187

Record 2
The ion C7H13N2O2 with charge +1 in a non-equilibrium geometry, computed with the ωB97M-V functional and the def2-TZVPD basis.

For the HOMO energy, the calculation gives -0.5143 Ha. The total charge is +1. The calculation puts the molar mass at 157.19 u. The frontier orbital gap comes out at 10.94 eV. As for the SMILES: CC(=O)[N+]1=C(C)OCNCC1. Its energy above the lowest of the compared OMol25 structures with the same formula, charge and spin is 35.7 kcal/mol.

Last columns: bonded neighbours and bond lengths (Å).
Cartesian coordinates (Å):
1 H 3.3342 1.2516 -0.1574  C17 1.063
2 H -1.2837 2.6026 -0.8412  C15 1.135
3 C 0.1688 -1.1971 -0.8623  C10 1.533, N11 1.434, H18 1.074, H21 1.140
4 H 2.8791 -0.6751 -1.5130  N24 1.021
5 C -1.9975 -0.1253 -0.2438  N11 1.469, O13 1.182, C20 1.507
6 H -2.4097 -0.0774 1.9259  C20 1.080
7 H 1.8202 -2.4944 -0.3669  C10 1.036
8 H -1.7098 1.9577 0.6536  C15 1.061
9 H -2.2329 -1.7747 1.2384  C20 1.126
10 C 1.4929 -1.5321 -0.1652  C3 1.533, H7 1.036, H16 1.114, N24 1.421
11 N -0.5303 -0.0800 -0.2962  C3 1.434, C5 1.469, C19 1.358
12 H -0.3172 3.1383 0.6356  C15 1.113
13 O -2.5993 0.3646 -1.1350  C5 1.182
14 H -3.6221 -0.8833 0.8804  C20 1.136
15 C -0.8336 2.2805 0.1494  H2 1.135, H8 1.061, H12 1.113, C19 1.448
16 H 1.3077 -1.3379 0.9161  C10 1.114
17 C 2.6215 0.5291 0.1578  H1 1.063, H22 1.054, O23 1.637, N24 1.434
18 H -0.3433 -2.1411 -0.8412  C3 1.074
19 C 0.0248 1.1246 -0.0047  N11 1.358, C15 1.448, O23 1.256
20 C -2.5138 -0.7010 1.0498  C5 1.507, H6 1.080, H9 1.126, H14 1.136
21 H 0.3727 -1.0952 -1.9793  C3 1.140
22 H 2.5282 0.1930 1.1522  C17 1.054
23 O 1.2360 1.4015 0.1770  C17 1.637, C19 1.256
24 N 2.6070 -0.7289 -0.5299  H4 1.021, C10 1.421, C17 1.434